Entry 1
Density functional theory data (ωB97M-V/def2-TZVPD) for a 2-piece molecular cluster, CHIOS2 overall.

Geometry as XYZ:
```
6
Properties=species:S:1:pos:R:3
I -4.21459 -0.37812 -0.17263
S 1.76789 1.87358 -0.11595
S -0.33697 0.03538 0.42074
O -0.68286 -1.35120 0.11198
C 1.33815 0.27622 -0.01407
H 2.12837 -0.45587 -0.23008
```

The calculation puts the LUMO energy (alpha / beta) at -2.3 / -3.3 eV. The frontier orbital gap (alpha / beta) is 7.22 / 6.00 eV. The HOMO energy (alpha / beta) comes out at -9.48 / -9.26 eV.



Entry 2
Density functional theory data (ωB97M-V/def2-TZVPD) for CHIOS2 as an isolated structure.

Geometry as XYZ:
```
6
Properties=species:S:1:pos:R:3
I 2.28616 -0.63126 0.02511
S -0.15662 1.30531 1.02057
S -0.40463 1.37974 -1.12721
O 0.69292 -1.52775 -0.13193
C -0.89297 0.21909 0.00032
H -1.52486 -0.74513 0.21313
```

The calculation puts the LUMO energy (alpha / beta) at -1.7 / -1.7 eV. The frontier orbital gap (alpha / beta) is 6.29 / 6.29 eV. The HOMO energy (alpha / beta) comes out at -7.98 / -7.98 eV.



Tell me which of them is the most stable. Sure, it is entry 1.